(1)
Entry from the OMol25 dataset: a molecular structure, C7H12ClIO3PPd (wB97M-V/def2-TZVPD).

Values from the calculation:
* charge: +3
* <S²>: 6.02
* energy relative to the best compared isomer or geometry (same formula, charge and spin): 1.272 eV
* spin multiplicity: 5
* LUMO energy (spin up / spin down): -13.79 / -16.46 eV
* electronic energy: -1725.3042 a.u.
* gap between HOMO and LUMO (spin up / spin down): 7.1 / 5.2 eV

Each line ends with the Mulliken charge.
Element x y z (Å)
C 0.25 -3.03 0.09  -0.8368
C 0.88 -1.72 -0.34  0.8592
H 0.61 -3.79 -0.62  0.3636
H -0.85 -2.98 -0.08  0.2074
H 0.44 -3.28 1.16  0.3716
O 1.67 -1.68 -1.29  -0.3695
I 3.24 0.46 -0.10  0.6341
Pd -1.10 -0.29 -0.83  -0.2341
P -0.34 0.96 -2.42  1.1670
C 1.42 1.21 -2.74  -0.9624
C -0.89 0.07 -3.94  -1.0926
H -2.14 2.51 -2.35  0.4244
H -0.77 2.89 -3.52  0.4564
H -0.62 3.29 -1.76  0.4191
C -1.05 2.61 -2.50  -1.0724
H -1.92 -0.33 -3.82  0.4565
H -0.79 0.94 -4.60  0.4024
H 1.46 1.80 -3.67  0.4583
H 1.94 0.24 -2.78  0.3600
H -0.20 -0.75 -4.19  0.3895
H 1.80 1.82 -1.89  0.1709
C 1.16 -0.46 0.81  0.1110
O 1.10 -0.82 2.00  -0.2532
Cl -3.07 -1.40 -0.95  0.2015
O -1.29 1.04 1.92  -0.0291
C -0.95 0.68 0.87  0.3973

(2)
Entry from the OMol25 dataset: 12 unconnected molecules or ions with the total composition C28H83N3O19 (wB97M-V/def2-TZVPD).

Values from the calculation:
* charge: 0
* energy relative to the best compared isomer or geometry (same formula, charge and spin): 2.545 eV
* LUMO energy: -1.39 eV
* electronic energy: -2710.1283 a.u.
* gap between HOMO and LUMO: 7.7 eV

Each line ends with the Mulliken charge.
Element x y z (Å)
C 4.22 -3.44 -2.43  -0.3334
O 5.13 -3.53 -1.33  -0.5086
H 4.56 -2.80 -3.25  0.3530
H 3.98 -4.40 -2.88  0.3619
H 3.26 -3.06 -2.08  -0.1336
H 4.65 -3.91 -0.58  0.3021
C 0.97 -0.13 3.95  -0.2253
O 0.31 0.88 4.71  -0.6832
H 0.19 -0.78 3.54  0.0995
H 1.59 0.28 3.15  -0.1045
H 1.62 -0.75 4.56  0.4497
H -0.44 1.22 4.21  0.2672
C -3.24 0.29 3.85  -1.5361
C -2.99 1.78 3.57  1.1208
C -3.13 2.68 4.77  -1.1971
O -4.45 2.55 5.40  -0.3310
C -4.58 3.59 6.32  -0.7571
N -1.68 1.87 2.96  0.6386
H -2.58 -0.20 4.57  0.3174
H -3.19 -0.37 2.98  0.2225
H -4.28 0.20 4.17  0.4825
H -3.84 2.15 2.98  0.0269
H -2.94 3.70 4.45  0.5531
H -2.38 2.48 5.54  0.5632
H -5.52 3.38 6.82  0.2633
H -4.56 4.57 5.84  0.2944
H -3.79 3.51 7.07  0.3166
H -1.80 1.62 1.98  -1.0005
H -1.37 2.83 2.95  0.2064
C 5.30 0.00 -1.63  -1.6064
C 5.24 1.49 -1.33  0.5689
C 5.08 2.45 -2.55  -0.4743
O 6.23 2.69 -3.40  -0.4539
C 5.97 3.69 -4.40  -0.7329
N 4.07 1.68 -0.50  -0.1458
H 4.41 -0.32 -2.17  0.1359
H 5.31 -0.62 -0.73  0.4695
H 6.20 -0.35 -2.14  0.5448
H 6.14 1.79 -0.79  0.2239
H 4.88 3.48 -2.27  0.4108
H 4.18 2.33 -3.16  0.1064
H 5.17 3.45 -5.10  0.2699
H 6.84 3.84 -5.04  0.2996
H 5.82 4.67 -3.95  0.3014
H 3.45 2.44 -0.72  -0.1199
H 3.54 0.82 -0.46  -0.0219
C -4.64 -3.88 -2.33  -1.7063
C -4.01 -2.78 -1.52  0.4856
C -4.48 -2.78 0.01  -0.5766
O -5.87 -2.41 0.10  -0.3890
C -6.34 -2.60 1.40  -0.6937
N -2.55 -3.00 -1.73  0.9994
H -4.46 -3.76 -3.39  0.3461
H -5.71 -3.90 -2.13  0.4764
H -4.30 -4.82 -1.89  0.2875
H -4.37 -1.82 -1.90  0.0988
H -3.84 -2.11 0.59  0.1096
H -4.30 -3.77 0.45  0.6590
H -5.75 -2.10 2.16  0.2234
H -6.41 -3.68 1.54  0.3270
H -7.36 -2.26 1.54  0.3227
H -2.04 -2.34 -1.16  -0.2061
H -2.38 -2.68 -2.67  0.5316
C -0.97 -5.68 -0.02  -0.6870
C 0.31 -4.86 -0.04  0.6900
O 1.38 -5.76 -0.15  -0.6083
O -2.08 -4.89 0.30  -0.5680
H -0.81 -6.45 0.74  0.3308
H -1.25 -6.15 -0.96  0.2526
H 0.48 -4.25 0.85  0.2609
H 0.39 -4.16 -0.86  -0.4554
H 2.10 -5.52 0.44  0.3435
H -2.25 -4.28 -0.41  0.4124
C 1.50 1.43 -3.40  -0.5489
C 0.15 0.70 -3.19  0.6990
O -0.35 1.25 -2.02  -0.6029
O 1.44 2.76 -3.82  -0.5795
H 2.03 0.81 -4.13  0.5486
H 2.09 1.53 -2.49  0.1330
H 0.33 -0.38 -3.23  -0.5524
H -0.50 1.06 -3.99  0.3595
H -0.33 2.21 -2.08  0.0982
H 0.87 3.24 -3.21  0.3371
C -4.44 1.30 -1.28  -0.3235
C -3.91 1.55 0.12  -0.6929
O -2.54 1.88 0.21  0.0301
O -4.43 2.50 -2.04  -0.5895
H -5.43 0.85 -1.25  0.4645
H -3.77 0.60 -1.78  -0.0068
H -4.12 0.67 0.72  0.3773
H -4.57 2.31 0.54  0.2547
H -2.50 2.62 -0.40  0.0009
H -3.68 3.07 -1.88  0.3468
C 5.28 2.38 3.49  -0.6187
C 3.94 1.66 3.28  0.3331
O 4.08 0.70 2.18  -0.5001
O 6.16 1.71 4.39  -0.5283
H 5.06 3.41 3.78  0.3620
H 5.81 2.43 2.54  0.1991
H 3.19 2.40 2.99  -0.2535
H 3.64 1.12 4.18  0.3558
H 3.91 1.09 1.32  0.3997
H 5.89 1.85 5.30  0.3179
C 1.10 -0.90 0.35  -0.7455
C -0.35 -1.01 0.77  0.2043
O -1.10 -1.02 -0.48  -0.3557
O 1.51 0.31 -0.15  1.1950
H 1.30 -1.62 -0.45  0.0092
H 1.77 -1.31 1.11  0.5459
H -0.73 -0.14 1.31  -0.6109
H -0.68 -1.95 1.23  0.5611
H -0.96 -0.21 -0.98  -0.4875
H 0.81 0.73 -0.65  -0.8793
C 1.73 4.08 0.69  -0.5793
C 0.56 3.35 1.26  0.6534
O -0.53 4.24 1.63  -0.6049
O 1.94 3.74 -0.66  -0.5643
H 2.59 3.87 1.33  0.1999
H 1.57 5.15 0.60  0.3534
H 0.92 2.97 2.21  -0.0866
H 0.15 2.60 0.59  -0.0815
H -0.91 4.61 0.83  0.3755
H 1.14 3.96 -1.13  0.2825
C 0.01 -3.37 -3.58  0.3217
C -0.67 -2.50 -4.67  -0.7692
O -1.80 -1.76 -4.21  -0.5160
O -0.76 -4.53 -3.22  -0.7127
H 0.20 -2.76 -2.69  -0.5289
H 0.89 -3.76 -4.07  0.5018
H -0.93 -3.19 -5.47  0.4431
H 0.06 -1.82 -5.11  0.4539
H -2.16 -1.28 -4.96  0.2405
H -1.50 -4.23 -2.70  0.2895